Entry 1:
C4H4FNOS | the ωB97M-V functional and the def2-TZVPD basis

```
! wB97M-V def2-TZVPD RIJCOSX def2/J DEFGRID3
* xyz 0 1
O -1.6595 -0.9785 1.1243
C -0.6594 -0.4213 0.7695
C 0.6643 -0.3656 1.5481
C 1.6172 0.1849 0.5124
F 2.8497 0.5593 0.8358
C 0.9459 0.4575 -0.6118
N -0.4488 0.2323 -0.4424
S -1.5556 0.1471 -1.7806
H 0.9322 -1.3331 1.9057
H 0.6036 0.3042 2.3508
H 1.3123 0.6974 -1.6064
H -2.5960 0.0131 -0.8895
*
```

Summary:
M = 133.147 g mol⁻¹
LUMO energy = 0.024 Eh
SMILES string = O=C1CC(F)=CN1S
HOMO energy = -0.308 hartree
Kohn-Sham gap = 9.0 eV

Entry 2:
C37H48NO4SSiTl | the ωB97M-V functional and the def2-TZVPD basis

```
! wB97M-V def2-TZVPD RIJCOSX def2/J DEFGRID3
* xyz -2 1
Tl -0.6422 -0.3692 -0.0863
C -0.0358 -6.7081 0.3112
O 0.7762 -5.5592 0.2269
C 1.1554 -5.1527 -1.0199
C 1.3588 -6.0493 -2.0556
C 1.9117 -5.6408 -3.2678
C 2.2772 -4.3127 -3.4174
C 2.0380 -3.4047 -2.3978
C 1.4382 -3.7765 -1.1861
N 1.2648 -2.8251 -0.2114
C 0.1932 -2.7026 0.7434
C -1.0530 -3.4185 0.5649
C -1.6725 -4.0612 1.6388
C -2.8873 -4.7281 1.5043
C -3.5024 -4.7578 0.2511
C -2.9549 -4.0711 -0.8225
C -1.7495 -3.3214 -0.7061
O -1.3229 -2.5542 -1.6341
H -0.5543 -6.6508 1.2655
H 0.5587 -7.6304 0.2720
H -0.7825 -6.7273 -0.4881
H 1.1118 -7.0939 -1.9124
H 2.0584 -6.3556 -4.0691
H 2.7330 -3.9751 -4.3414
H 2.2821 -2.3548 -2.5318
H 1.6846 -1.9383 -0.4574
H 0.5634 -2.6449 1.7651
H -1.1642 -4.0570 2.6008
H -3.3332 -5.2436 2.3482
H -4.4353 -5.2992 0.1229
H -3.4626 -4.0546 -1.7812
C -1.9169 3.3597 -2.6859
C -1.1370 2.0914 -2.3074
C -1.7431 0.9081 -3.0837
C 0.3196 2.2660 -2.7580
C -1.1957 1.9475 -0.7866
H -1.8135 3.5737 -3.7580
H -1.5433 4.2194 -2.1224
H -2.9811 3.2417 -2.4594
H -1.7470 1.1008 -4.1680
H -2.7712 0.7244 -2.7617
H -1.1738 -0.0062 -2.9040
H 0.3893 2.3940 -3.8475
H 0.9068 1.3907 -2.4667
H 0.7580 3.1446 -2.2753
H -2.2740 1.8911 -0.5260
C 0.3966 -1.3834 4.9509
C 0.6010 0.1356 5.0323
C -0.1419 0.6463 6.2751
C 2.1048 0.3985 5.1787
Si -0.0656 0.9016 3.3928
O 0.7297 0.3918 2.1323
C -0.1005 2.8140 3.4783
C -0.7446 3.4714 2.4192
C -0.8580 4.8545 2.3892
C -0.3278 5.6276 3.4175
C 0.3533 5.0040 4.4545
C 0.4663 3.6156 4.4750
C -1.9178 0.4338 3.4206
C -2.3180 -0.7801 2.8465
C -3.6461 -1.1900 2.8496
C -4.6121 -0.3911 3.4483
C -4.2395 0.8132 4.0377
C -2.9103 1.2207 4.0122
H 0.7803 -1.8711 5.8586
H 0.9210 -1.7996 4.0854
H -0.6618 -1.6391 4.8529
H 0.2489 0.1634 7.1835
H -1.2099 0.4207 6.2064
H -0.0404 1.7275 6.4015
H 2.4988 -0.0940 6.0798
H 2.3302 1.4671 5.2561
H 2.6402 0.0076 4.3082
H -1.1346 2.8907 1.5824
H -1.3652 5.3320 1.5569
H -0.4375 6.7069 3.4068
H 0.7954 5.5974 5.2490
H 1.0158 3.1570 5.2905
H -1.5703 -1.4343 2.4036
H -3.9154 -2.1329 2.3838
H -5.6506 -0.7031 3.4555
H -4.9899 1.4362 4.5140
H -2.6390 2.1726 4.4612
C 4.4749 0.8472 -0.3597
S 2.8687 0.5468 0.4664
C 2.3918 2.2752 0.5909
O 2.0369 0.0174 -0.6780
H 4.3191 1.4171 -1.2768
H 4.8869 -0.1355 -0.5937
H 5.1371 1.3769 0.3317
H 2.7038 2.8084 -0.3076
H 2.8296 2.7084 1.4940
H 1.2994 2.2608 0.6681
*
```

Summary:
M = 835.330 g mol⁻¹
LUMO energy (alpha / beta) = 0.151 / 0.151 Eh
HOMO energy (alpha / beta) = 0.000 / -0.002 hartree
Kohn-Sham gap (alpha / beta) = 4.1 / 4.1 eV

Entry 3:
C4H3CrF13N3O19S7 | the ωB97M-V functional and the def2-TZVPD basis

```
! wB97M-V def2-TZVPD RIJCOSX def2/J DEFGRID3
* xyz -3 5
Cr -6.3524 21.2278 -22.9235
C -3.5852 24.9633 -22.4447
F -2.4920 24.3692 -22.9310
F -3.7201 24.6444 -21.1332
F -3.4449 26.2600 -22.4229
S -5.2030 24.5733 -23.4200
O -6.2795 25.3068 -22.7754
O -5.0121 25.0436 -24.7503
O -5.3916 23.1253 -23.3078
C -10.1533 22.8092 -25.3964
F -10.9448 23.8433 -25.6466
F -10.7778 21.9933 -24.5181
F -9.8578 22.2063 -26.5865
S -8.5974 23.5418 -24.5433
O -7.7218 22.4142 -24.1714
O -7.9528 24.3970 -25.5155
O -9.0547 24.2470 -23.3261
C -5.5366 22.9460 -18.4837
F -5.9863 23.6397 -17.4335
F -4.5094 23.5482 -19.0604
F -5.1614 21.7017 -18.1639
S -7.0139 22.7397 -19.7115
O -6.5627 22.0339 -20.9279
O -8.0663 22.0961 -18.9500
O -7.3953 24.0697 -20.1683
N -7.9309 19.9077 -22.3812
S -8.1428 18.3592 -22.2202
O -8.7191 17.6953 -23.3521
O -8.2982 17.8333 -20.8915
F -6.5842 18.0481 -22.4018
S -9.4550 20.3188 -21.7574
O -9.4862 20.2826 -20.3064
O -10.6285 19.9698 -22.5533
F -9.4130 21.8455 -22.0533
N -4.5086 20.4614 -22.5254
S -3.8919 19.4443 -21.2536
O -2.6171 19.8907 -20.6856
O -4.2884 18.0492 -21.2662
F -4.8871 20.0417 -20.1252
S -3.1780 20.4249 -23.2975
O -2.6469 19.1437 -23.7700
O -2.2457 21.4463 -22.9544
F -3.7202 21.0262 -24.7411
C -6.9694 18.3075 -26.6844
N -7.4014 19.4188 -25.8388
O -6.6076 19.9591 -25.0715
O -8.5581 19.7495 -26.0354
H -6.5894 18.6942 -27.6289
H -7.5827 17.4125 -26.7271
H -6.0325 18.0556 -26.1812
*
```

Summary:
M = 920.509 g mol⁻¹
LUMO energy (alpha / beta) = 0.217 / 0.217 Eh
HOMO energy (alpha / beta) = -0.035 / -0.044 hartree
Kohn-Sham gap (alpha / beta) = 6.9 / 7.1 eV

Entry 4:
C12H10BrLuNS4 | the ωB97M-V functional and the def2-TZVPD basis

```
! wB97M-V def2-TZVPD RIJCOSX def2/J DEFGRID3
* xyz -1 1
Lu 1.4353 -0.4614 -2.0699
S 3.9888 -1.1305 -2.0467
S 4.0089 0.8957 -1.6068
S 3.4336 1.7041 -3.4449
S 1.4065 1.7304 -3.4965
N -0.8743 0.4768 -1.7384
C -1.6885 -0.0774 -0.6968
C -2.9350 -0.6282 -0.9960
C -3.8914 -0.9168 -0.0432
C -3.5791 -0.7046 1.2857
C -2.2439 -0.3938 1.5890
C -1.2667 -0.0990 0.6266
C 0.1509 0.1008 1.0480
C 0.5048 0.9151 2.1481
C 1.8162 1.0837 2.5148
C 2.8135 0.2247 1.9572
C 2.4702 -0.5608 0.8938
C 1.1722 -0.4838 0.3535
H -1.4823 0.6382 -2.5543
H -0.5094 1.4224 -1.4219
H -3.1748 -0.8969 -2.0287
H -4.8868 -1.2676 -0.3344
H -4.3546 -0.8116 2.0745
H -1.9869 -0.4013 2.6625
H -0.2544 1.3565 2.7609
H 2.1463 1.8218 3.2473
H 3.8619 0.1516 2.3177
H 3.2518 -1.1986 0.4483
Br 0.6671 -2.4893 -3.4495
*
```

Summary:
M = 551.358 g mol⁻¹
LUMO energy = 0.103 Eh
HOMO energy = -0.164 hartree
Kohn-Sham gap = 7.3 eV

Number 1: total energy -782.828043 Ha. Number 2: total energy -2654.509955 Ha. Number 3: total energy -6878.035060 Ha. Number 4: total energy -5920.564045 Ha.